Formula: C46H47B2Cl5CsF2Ge2N11SSe
Source: the Open Molecules 2025 dataset
Level of theory: wB97M-V/def2-TZVPD

XYZ file:
```
118
Properties=species:S:1:pos:R:3:lowdin_charge:R:1
Cs 0.66 -0.80 0.00 0.9584
C 2.96 -3.75 -1.04 -0.0425
C 3.07 -3.19 0.35 -0.4204
C 4.07 -2.36 0.89 -0.0428
C 3.61 -2.06 2.16 -0.0954
N 2.43 -2.67 2.33 -0.0327
N 2.09 -3.38 1.23 0.0687
B 1.59 -2.74 3.62 -0.6697
N 1.65 -1.35 4.29 0.0059
C 1.88 -0.96 5.56 -0.0836
C 1.67 0.39 5.62 -0.0421
C 1.29 0.76 4.31 -0.3586
C 0.94 2.13 3.82 -0.0215
N 1.29 -0.29 3.52 0.1130
N 0.14 -3.14 3.26 -0.0005
C -0.69 -3.91 3.98 -0.0729
C -1.96 -3.76 3.46 -0.0369
C -1.80 -2.85 2.40 -0.3597
C -2.83 -2.31 1.46 -0.0494
N -0.53 -2.49 2.29 0.0370
N 2.18 -3.87 4.52 0.0024
C 2.76 -4.99 4.05 -0.0711
C 2.95 -5.85 5.11 -0.0424
C 2.44 -5.15 6.22 -0.3785
C 2.41 -5.57 7.65 -0.0562
N 1.97 -3.97 5.85 0.1007
H 3.78 -4.43 -1.27 0.0729
H 2.96 -2.95 -1.79 0.0650
H 2.01 -4.29 -1.13 0.0561
H 4.97 -2.00 0.42 0.0919
H 4.03 -1.44 2.94 0.1178
H 2.15 -1.68 6.31 0.0883
H 1.76 1.03 6.49 0.0834
H 0.84 2.82 4.65 0.0742
H 0.00 2.11 3.26 0.0747
H 1.70 2.52 3.14 0.0474
H -0.32 -4.48 4.82 0.1065
H -2.86 -4.24 3.79 0.0842
H -3.77 -2.86 1.56 0.0625
H -2.49 -2.39 0.43 0.0599
H -3.06 -1.26 1.66 0.0654
H 2.97 -5.10 3.00 0.1152
H 3.40 -6.83 5.08 0.0852
H 2.39 -6.65 7.74 0.0639
H 1.53 -5.16 8.14 0.0676
H 3.29 -5.20 8.19 0.0661
Cl 2.36 0.95 -4.23 0.6297
C 1.79 -0.72 -4.40 -0.7144
C 1.02 -1.24 -3.38 -0.1997
C 0.56 -2.52 -3.60 -0.7175
Cl -0.49 -3.26 -2.37 0.6009
C 0.87 -3.29 -4.72 -0.7184
Cl 0.36 -4.94 -4.88 0.6318
C 1.65 -2.71 -5.72 -0.7151
Cl 2.06 -3.62 -7.14 0.6119
C 2.11 -1.40 -5.57 -0.7141
Cl 3.06 -0.68 -6.83 0.6133
F -0.84 3.68 0.09 0.0678
B -0.02 2.57 -0.18 -1.1289
F -0.14 1.63 0.85 -0.1298
S -2.15 1.98 -3.76 0.6662
C -1.25 1.91 -2.44 -0.7585
N -0.57 1.89 -1.48 0.1652
C 4.41 0.64 -1.12 -0.2529
Ge 3.99 2.10 0.12 0.7164
C 3.98 1.33 1.93 -0.2481
C 5.54 3.33 0.08 -0.2616
Ge 1.96 3.35 -0.43 0.9778
C 1.97 4.91 0.80 -0.2974
C 2.73 4.99 1.96 -0.1294
C 2.67 6.09 2.80 -0.1042
C 1.84 7.16 2.48 -0.1175
C 1.08 7.11 1.32 -0.0986
C 1.14 5.99 0.49 -0.1064
C 2.23 4.19 -2.20 -0.3137
C 3.47 4.71 -2.56 -0.1128
C 3.66 5.34 -3.79 -0.1026
C 2.61 5.45 -4.68 -0.1105
C 1.36 4.94 -4.34 -0.0900
C 1.18 4.32 -3.11 -0.1116
H 5.37 0.20 -0.85 0.0149
H 4.46 1.00 -2.15 -0.0113
H 3.66 -0.15 -1.08 -0.0182
H 4.86 0.69 2.03 0.0185
H 3.09 0.73 2.13 -0.0128
H 4.05 2.10 2.70 0.0104
H 6.33 2.98 0.75 0.0103
H 5.24 4.33 0.39 0.0017
H 5.96 3.40 -0.93 0.0050
H 3.39 4.17 2.23 0.0653
H 3.27 6.12 3.70 0.0928
H 1.78 8.02 3.14 0.0877
H 0.42 7.93 1.07 0.0927
H 0.53 5.96 -0.40 0.1002
H 4.30 4.64 -1.88 0.0689
H 4.64 5.73 -4.05 0.0916
H 2.75 5.92 -5.65 0.0899
H 0.53 5.02 -5.02 0.0985
H 0.19 3.95 -2.86 0.0718
C -5.55 -3.45 -1.03 -0.0507
N -4.87 -2.42 -1.78 -0.0783
C -4.85 -1.09 -1.47 -0.7932
Se -5.73 -0.26 -0.10 0.5389
N -4.08 -0.50 -2.42 0.1156
C -3.61 -1.43 -3.34 -0.1834
C -2.81 -1.32 -4.46 -0.0249
C -2.54 -2.48 -5.16 -0.0985
C -3.05 -3.72 -4.75 -0.1199
C -3.85 -3.83 -3.62 -0.0295
C -4.11 -2.66 -2.93 -0.1811
H -6.15 -2.97 -0.27 0.0344
H -4.82 -4.12 -0.56 0.0942
H -6.19 -4.03 -1.70 0.0901
H -3.84 0.49 -2.45 0.0838
H -2.38 -0.36 -4.75 0.0394
H -1.89 -2.44 -6.03 0.1063
H -2.79 -4.61 -5.31 0.0886
H -4.22 -4.78 -3.29 0.1058
```

Values from the calculation:
* energy above the lowest of the compared OMol25 structures with the same formula, charge and spin: 0.0 kJ/mol
* max |F|: 0.59 eV/A
* net charge: -2